{
  "formula": "C26H17N4O6",
  "method": "ωB97M-V/def2-TZVPD",
  "energy_ha": -1671.2304,
  "e_lumo_ha": 0.0375,
  "gap_ha": 0.2103,
  "multiplicity": 1,
  "homo_energy_ev": -4.70,
  "charge": -1,
  "elements": ["C", "C", "C", "C", "C", "C", "C", "C", "C", "C", "C", "C", "O", "C", "C", "C", "C", "C", "C", "C", "O", "C", "C", "H", "H", "H", "H", "H", "H", "H", "H", "H", "H", "H", "H", "H", "H", "H", "O", "N", "C", "C", "C", "N", "O", "O", "N", "C", "N", "C", "O", "H", "H"],
  "coordinates": [[-3.79, 2.10, -1.85], [-2.89, 2.74, -0.99], [-1.71, 2.10, -0.60], [-1.43, 0.78, -0.98], [-0.21, 0.09, -0.46], [1.06, 0.51, -1.09], [2.26, -0.43, -1.15], [2.59, -1.02, -2.37], [3.82, -1.68, -2.52], [4.73, -1.70, -1.46], [4.38, -1.15, -0.22], [3.13, -0.55, -0.07], [1.16, 1.63, -1.60], [-0.31, -1.23, 0.15], [-1.65, -1.93, 0.09], [-2.72, -1.43, 0.81], [-3.98, -2.01, 0.68], [-4.14, -3.13, -0.15], [-3.02, -3.70, -0.78], [-1.76, -3.13, -0.63], [0.62, -1.77, 0.76], [-2.31, 0.18, -1.91], [-3.48, 0.82, -2.32], [-4.71, 2.61, -2.15], [-3.06, 3.74, -0.60], [-1.00, 2.64, 0.01], [1.87, -0.99, -3.19], [4.07, -2.16, -3.48], [5.71, -2.17, -1.59], [5.06, -1.19, 0.64], [2.80, -0.19, 0.90], [-2.57, -0.56, 1.45], [-4.82, -1.58, 1.22], [-5.13, -3.57, -0.28], [-3.14, -4.60, -1.40], [-0.87, -3.55, -1.09], [-2.05, -0.82, -2.28], [-4.17, 0.31, -3.00], [0.32, 4.00, 0.04], [1.46, 3.65, 0.42], [1.66, 2.52, 1.28], [0.70, 1.50, 1.55], [1.04, 0.73, 2.66], [0.26, -0.18, 3.37], [-0.82, -0.67, 3.11], [0.90, -0.41, 4.61], [2.11, 0.31, 4.67], [2.17, 1.01, 3.51], [3.10, 1.91, 3.16], [2.90, 2.56, 2.02], [2.48, 4.32, 0.12], [-0.34, 1.52, 1.28], [3.68, 3.24, 1.68]]
}



{
  "formula": "C26H18BF16N3O3Pt",
  "method": "ωB97M-V/def2-TZVPD",
  "energy_ha": -3134.0864,
  "e_lumo_ha": 0.1584,
  "de_lowest_kcal_mol": 17.30,
  "gap_ha": 0.2346,
  "multiplicity": 1,
  "homo_energy_ev": -2.07,
  "charge": -2,
  "elements": ["Pt", "C", "C", "C", "C", "C", "N", "C", "C", "C", "C", "C", "C", "C", "C", "O", "C", "F", "F", "F", "C", "F", "F", "F", "C", "C", "C", "O", "C", "F", "F", "F", "C", "F", "F", "F", "H", "H", "H", "H", "H", "H", "H", "H", "H", "H", "H", "H", "F", "B", "F", "F", "F", "N", "C", "O", "C", "C", "C", "C", "N", "C", "H", "H", "H", "H", "H", "H"],
  "coordinates": [[-0.21, 0.57, 0.02], [4.61, -3.52, -2.91], [3.46, -2.96, -2.11], [2.31, -3.71, -1.85], [1.26, -3.17, -1.15], [1.27, -1.84, -0.66], [0.21, -1.36, 0.04], [-0.70, -2.18, 0.71], [-0.19, -3.17, 1.57], [-1.01, -4.00, 2.30], [-2.39, -3.85, 2.24], [-3.31, -4.72, 3.06], [-2.90, -2.86, 1.41], [-2.09, -2.02, 0.65], [-2.76, -0.97, -0.27], [-1.98, 0.02, -0.78], [-3.28, -1.74, -1.52], [-2.24, -2.14, -2.27], [-4.06, -0.98, -2.30], [-3.99, -2.86, -1.24], [-3.99, -0.30, 0.44], [-4.35, 0.81, -0.17], [-5.10, -1.11, 0.46], [-3.71, -0.02, 1.72], [2.44, -1.07, -0.92], [3.48, -1.66, -1.63], [2.65, 0.37, -0.38], [1.74, 0.87, 0.50], [4.00, 0.42, 0.42], [4.06, 1.48, 1.24], [4.15, -0.67, 1.19], [5.11, 0.50, -0.36], [2.78, 1.38, -1.58], [3.65, 1.02, -2.55], [1.61, 1.60, -2.18], [3.22, 2.59, -1.13], [4.64, -4.61, -2.84], [5.57, -3.14, -2.54], [4.54, -3.25, -3.97], [2.24, -4.73, -2.21], [0.37, -3.76, -0.98], [0.89, -3.27, 1.63], [-0.57, -4.75, 2.95], [-2.79, -5.60, 3.44], [-4.17, -5.05, 2.47], [-3.71, -4.17, 3.92], [-3.97, -2.75, 1.36], [4.38, -1.08, -1.82], [-5.15, 4.31, 1.37], [-3.87, 4.39, 0.80], [-3.99, 4.71, -0.58], [-3.13, 5.41, 1.43], [-3.19, 3.16, 0.93], [2.76, 4.50, 1.66], [1.72, 5.32, 1.34], [1.71, 6.50, 1.63], [0.61, 4.64, 0.60], [-0.13, 5.33, -0.35], [-1.04, 4.62, -1.11], [-1.16, 3.25, -0.94], [-0.46, 2.60, -0.01], [0.38, 3.29, 0.76], [3.56, 4.92, 2.09], [2.84, 3.58, 1.26], [0.01, 6.39, -0.47], [-1.68, 5.11, -1.84], [-1.86, 2.65, -1.51], [0.90, 2.71, 1.51]]
}



{
  "formula": "C26H18BrIN4O3Pt",
  "method": "ωB97M-V/def2-TZVPD",
  "energy_ha": -4437.3346,
  "e_lumo_ha": -0.0321,
  "de_lowest_kcal_mol": 32.93,
  "gap_ha": 0.2520,
  "multiplicity": 1,
  "homo_energy_ev": -7.73,
  "elements": ["Pt", "Br", "C", "C", "C", "C", "O", "C", "C", "N", "C", "C", "C", "C", "C", "C", "C", "C", "N", "C", "C", "H", "H", "H", "H", "H", "H", "H", "H", "H", "H", "I", "C", "C", "N", "N", "C", "H", "H", "H", "O", "C", "O", "C", "C", "C", "C", "C", "C", "H", "H", "H", "H", "H"],
  "coordinates": [[0.26, 0.26, -0.08], [-3.60, -1.90, -5.58], [-2.89, -1.03, -4.05], [-2.73, 0.36, -4.07], [-2.25, 1.01, -2.96], [-1.90, 0.30, -1.79], [-1.54, 0.94, -0.71], [-2.04, -1.12, -1.80], [-1.69, -1.87, -0.65], [-1.01, -1.41, 0.36], [-1.00, -2.16, 1.55], [-2.20, -2.61, 2.06], [-2.27, -3.37, 3.23], [-1.13, -3.76, 3.88], [0.13, -3.37, 3.40], [1.34, -3.80, 3.98], [2.53, -3.40, 3.44], [2.50, -2.53, 2.34], [1.40, -2.08, 1.79], [0.21, -2.51, 2.26], [-2.55, -1.76, -2.94], [-2.99, 0.92, -4.96], [-2.14, 2.09, -2.94], [-2.00, -2.91, -0.61], [-3.12, -2.34, 1.55], [-3.23, -3.66, 3.62], [-1.19, -4.39, 4.76], [1.31, -4.44, 4.85], [3.47, -3.75, 3.84], [3.44, -2.19, 1.91], [-2.66, -2.84, -2.95], [6.47, 0.77, -0.89], [4.54, 0.87, -0.15], [4.10, 1.61, 0.93], [2.79, 1.33, 1.07], [2.37, 0.48, 0.13], [3.41, 0.18, -0.62], [4.62, 2.29, 1.58], [2.12, 1.77, 1.67], [3.31, -0.48, -1.47], [0.75, 2.48, -0.48], [0.94, 2.43, -1.74], [0.99, 1.38, -2.40], [1.18, 3.74, -2.44], [1.43, 4.89, -1.71], [1.70, 6.09, -2.37], [1.70, 6.13, -3.75], [1.43, 4.98, -4.48], [1.17, 3.79, -3.83], [1.41, 4.84, -0.63], [1.90, 6.98, -1.79], [1.92, 7.06, -4.27], [1.41, 5.02, -5.57], [0.96, 2.88, -4.39]]
}



{
  "formula": "C26H18BrMgN4SSe2",
  "method": "ωB97M-V/def2-TZVPD",
  "energy_ha": -9195.9226,
  "e_lumo_ha": 0.0735,
  "de_lowest_kcal_mol": 15.84,
  "gap_ha": 0.2416,
  "multiplicity": 1,
  "homo_energy_ev": -4.57,
  "charge": -1,
  "elements": ["Mg", "Br", "C", "C", "C", "C", "C", "C", "C", "C", "C", "C", "H", "H", "H", "H", "H", "H", "S", "C", "C", "C", "N", "C", "C", "C", "C", "C", "N", "C", "C", "H", "H", "H", "H", "H", "H", "H", "H", "Se", "C", "N", "Se", "C", "C", "C", "N", "C", "C", "H", "H", "H", "H"],
  "coordinates": [[1.16, 0.57, 1.41], [0.77, 0.90, 4.18], [0.12, -0.91, 4.32], [-0.13, -1.35, 5.59], [-0.67, -2.64, 5.78], [-0.98, -3.41, 4.70], [-0.72, -2.96, 3.38], [-1.07, -3.76, 2.27], [-0.79, -3.33, 1.01], [-0.12, -2.10, 0.81], [0.25, -1.26, 1.84], [-0.10, -1.69, 3.15], [0.09, -0.72, 6.43], [-0.85, -2.99, 6.79], [-1.44, -4.38, 4.83], [-1.57, -4.71, 2.45], [-1.09, -3.92, 0.15], [0.09, -1.82, -0.22], [1.03, 0.81, -5.15], [1.32, 0.80, -3.39], [1.73, -0.34, -2.72], [1.95, -0.24, -1.35], [1.73, 0.88, -0.66], [1.36, 1.97, -1.32], [1.17, 1.99, -2.69], [0.02, -0.67, -5.28], [0.57, -1.86, -5.73], [-0.26, -2.97, -5.82], [-1.55, -2.94, -5.50], [-2.06, -1.79, -5.07], [-1.32, -0.63, -4.94], [1.88, -1.28, -3.23], [2.32, -1.09, -0.79], [1.21, 2.87, -0.74], [0.86, 2.89, -3.20], [1.62, -1.91, -6.01], [0.14, -3.92, -6.15], [-3.12, -1.80, -4.83], [-1.77, 0.28, -4.56], [5.41, -0.77, 0.33], [4.06, -0.07, 1.21], [3.16, 0.40, 1.77], [-1.34, 1.71, 0.43], [-1.31, 3.47, 1.13], [-2.46, 4.27, 1.11], [-2.40, 5.55, 1.62], [-1.31, 6.11, 2.14], [-0.21, 5.35, 2.16], [-0.16, 4.05, 1.68], [-3.38, 3.87, 0.71], [-3.29, 6.18, 1.62], [0.67, 5.81, 2.60], [0.77, 3.49, 1.74]]
}



{
  "formula": "C26H18F12HfN5O2S2",
  "method": "ωB97M-V/def2-TZVPD",
  "energy_ha": -3468.5862,
  "e_lumo_ha": -0.1170,
  "gap_ha": 0.2484,
  "multiplicity": 1,
  "homo_energy_ev": -9.94,
  "charge": 1,
  "elements": ["Hf", "C", "C", "C", "C", "C", "N", "C", "C", "C", "C", "C", "C", "C", "C", "O", "C", "F", "F", "F", "C", "F", "F", "F", "C", "C", "C", "O", "C", "F", "F", "F", "C", "F", "F", "F", "H", "H", "H", "H", "H", "H", "H", "H", "H", "H", "H", "H", "N", "C", "N", "C", "C", "S", "C", "C", "S", "C", "N", "N", "H", "H", "H", "H", "H", "H"],
  "coordinates": [[-1.29, -0.17, -0.02], [4.51, -1.82, 3.94], [3.48, -1.25, 3.03], [3.83, -0.74, 1.72], [2.83, -0.27, 0.85], [1.48, -0.18, 1.28], [0.67, 0.41, 0.30], [1.09, 1.26, -0.71], [1.44, 2.60, -0.37], [1.90, 3.55, -1.32], [2.17, 3.09, -2.61], [2.44, 3.91, -3.85], [2.00, 1.77, -2.95], [1.32, 0.88, -2.08], [0.57, -0.32, -2.70], [-0.50, -0.70, -1.82], [1.50, -1.54, -2.97], [2.27, -1.81, -1.94], [0.78, -2.62, -3.22], [2.32, -1.30, -4.05], [-0.06, 0.15, -4.06], [-0.74, 1.32, -3.88], [0.75, 0.37, -5.07], [-1.03, -0.78, -4.46], [1.08, -0.82, 2.53], [2.11, -1.30, 3.38], [-0.46, -1.01, 2.80], [-1.20, -0.13, 2.03], [-0.80, -2.37, 2.27], [-0.01, -3.36, 2.56], [-0.78, -2.19, 0.66], [-2.10, -2.66, 2.62], [-0.71, -0.70, 4.28], [-0.37, -1.75, 5.07], [-1.99, -0.51, 4.50], [0.06, 0.41, 4.75], [5.22, -2.46, 3.41], [4.14, -2.52, 4.73], [5.06, -1.02, 4.49], [4.86, -0.61, 1.42], [3.14, 0.12, -0.14], [1.24, 2.91, 0.65], [1.94, 4.62, -1.06], [1.83, 3.55, -4.73], [3.49, 3.92, -4.19], [2.09, 4.92, -3.67], [2.37, 1.40, -3.89], [1.79, -1.78, 4.34], [-2.28, -2.98, -1.97], [-3.07, -2.64, -0.96], [-3.12, -1.34, -0.63], [-4.28, -1.05, 0.10], [-5.09, -2.16, 0.34], [-4.38, -3.66, -0.26], [-4.30, 0.39, 0.44], [-5.29, 1.19, 1.03], [-4.73, 2.80, 1.38], [-3.18, 2.40, 0.61], [-3.06, 1.13, 0.24], [-2.28, 3.38, 0.38], [-1.59, -2.38, -2.38], [-2.44, -3.85, -2.39], [-6.07, -2.26, 0.73], [-6.33, 0.97, 1.22], [-2.57, 4.32, 0.68], [-1.66, 3.30, -0.40]]
}



{
  "formula": "C26H18F5N4O3SYb",
  "method": "ωB97M-V/def2-TZVPD",
  "energy_ha": -3502.5914,
  "e_lumo_ha": [-0.0359, -0.0359],
  "gap_ha": [0.2472, 0.2472],
  "s2": 0.751,
  "multiplicity": 2,
  "homo_energy_ev": [-7.70, -7.70],
  "elements": ["Yb", "O", "C", "C", "C", "C", "C", "C", "C", "O", "N", "N", "C", "C", "C", "C", "C", "C", "C", "O", "H", "H", "H", "H", "H", "H", "H", "H", "H", "H", "F", "C", "C", "C", "F", "C", "F", "C", "F", "C", "F", "C", "C", "C", "C", "N", "C", "S", "N", "C", "H", "H", "H", "H", "H", "H", "H", "H"],
  "coordinates": [[-0.09, -0.61, -0.18], [0.25, -3.46, 4.48], [-0.35, -2.33, 4.90], [-0.38, -2.02, 6.31], [-1.00, -0.88, 6.78], [-1.58, 0.05, 5.87], [-1.53, -0.22, 4.51], [-0.94, -1.39, 4.00], [-0.76, -1.52, 2.50], [-0.99, -0.53, 1.76], [-0.24, -2.70, 2.07], [-0.13, -2.71, 0.74], [0.20, -3.77, 0.03], [0.68, -3.92, -1.37], [1.23, -5.17, -1.70], [1.73, -5.53, -2.98], [1.76, -4.52, -3.94], [1.30, -3.24, -3.63], [0.65, -2.88, -2.37], [0.13, -1.73, -2.11], [0.10, -3.39, 3.48], [0.16, -2.68, 7.00], [-1.06, -0.66, 7.84], [-2.06, 0.96, 6.25], [-1.98, 0.47, 3.80], [0.22, -4.70, 0.58], [1.27, -5.93, -0.89], [2.06, -6.55, -3.21], [2.18, -4.70, -4.95], [1.43, -2.42, -4.33], [1.53, 2.50, -2.12], [2.36, 1.86, -1.24], [1.85, 0.92, -0.40], [2.64, 0.22, 0.47], [2.07, -0.79, 1.21], [4.01, 0.47, 0.58], [4.80, -0.22, 1.39], [4.51, 1.46, -0.31], [5.85, 1.65, -0.27], [3.73, 2.18, -1.20], [4.26, 3.09, -2.04], [-0.46, 3.96, -3.88], [-1.48, 3.69, -2.85], [-2.40, 4.61, -2.46], [-3.34, 4.23, -1.47], [-3.40, 2.97, -1.02], [-2.53, 2.04, -1.42], [-2.69, 0.39, -0.97], [-1.51, 2.45, -2.25], [-4.36, 5.19, -0.92], [-0.71, 4.93, -4.31], [-0.46, 3.21, -4.66], [0.56, 4.03, -3.44], [-2.40, 5.65, -2.85], [-0.81, 1.77, -2.52], [-4.46, 6.08, -1.53], [-4.09, 5.47, 0.10], [-5.33, 4.66, -0.90]]
}



{
  "formula": "C26H18N5ORuS3",
  "method": "ωB97M-V/def2-TZVPD",
  "energy_ha": -2639.9031,
  "e_lumo_ha": [-0.0928, -0.0727],
  "de_lowest_kcal_mol": 73.05,
  "gap_ha": [0.2092, 0.2286],
  "s2": 0.878,
  "multiplicity": 2,
  "homo_energy_ev": [-8.22, -8.20],
  "elements": ["Ru", "S", "C", "N", "C", "C", "C", "C", "C", "C", "S", "H", "H", "H", "H", "C", "C", "C", "C", "C", "C", "C", "C", "N", "H", "H", "H", "H", "H", "H", "N", "C", "C", "C", "N", "C", "N", "C", "S", "O", "C", "C", "C", "C", "C", "C", "H", "H", "H", "H", "H", "H", "H", "H"],
  "coordinates": [[-0.10, 0.02, 0.26], [2.22, 0.39, -1.04], [1.66, 1.97, -0.79], [0.42, 2.18, -0.42], [0.13, 3.50, -0.23], [-1.11, 4.02, 0.15], [-1.22, 5.38, 0.31], [-0.13, 6.23, 0.12], [1.10, 5.72, -0.27], [1.22, 4.36, -0.45], [2.63, 3.43, -0.94], [-1.94, 3.36, 0.29], [-2.17, 5.81, 0.59], [-0.24, 7.29, 0.27], [1.95, 6.37, -0.44], [-0.12, 0.01, 2.51], [1.26, -0.34, 2.47], [1.72, -1.67, 2.71], [3.04, -2.00, 2.61], [3.99, -1.02, 2.27], [3.58, 0.32, 2.11], [2.26, 0.65, 2.22], [5.35, -1.35, 2.14], [6.46, -1.63, 2.03], [-0.36, 1.06, 2.70], [-0.80, -0.71, 2.96], [0.99, -2.42, 3.00], [3.37, -3.01, 2.79], [4.33, 1.07, 1.89], [1.95, 1.69, 2.15], [-2.02, 0.47, -0.52], [-3.15, 0.59, -0.23], [-4.46, 0.72, 0.14], [-5.35, 1.48, -0.62], [-6.08, 2.12, -1.24], [-4.86, 0.03, 1.29], [-5.14, -0.58, 2.22], [-2.03, -3.09, 0.47], [-0.22, -2.79, 0.47], [0.04, -2.08, -0.81], [0.27, -4.50, 0.13], [0.51, -5.37, 1.17], [0.90, -6.67, 0.89], [1.05, -7.08, -0.43], [0.82, -6.19, -1.47], [0.43, -4.89, -1.19], [-2.32, -3.52, -0.48], [-2.51, -2.13, 0.62], [-2.28, -3.76, 1.29], [0.39, -5.04, 2.19], [1.09, -7.36, 1.69], [1.36, -8.09, -0.65], [0.94, -6.50, -2.49], [0.27, -4.16, -1.97]]
}



{
  "formula": "C26H19BrClN4O4Tl",
  "method": "ωB97M-V/def2-TZVPD",
  "energy_ha": -4728.8965,
  "e_lumo_ha": 0.1577,
  "gap_ha": 0.1841,
  "multiplicity": 1,
  "homo_energy_ev": -0.72,
  "charge": -2,
  "elements": ["Tl", "O", "C", "C", "C", "C", "C", "C", "C", "O", "N", "N", "C", "C", "C", "C", "C", "C", "N", "H", "H", "H", "H", "H", "H", "H", "H", "H", "H", "Br", "C", "C", "C", "C", "C", "N", "C", "O", "O", "H", "H", "H", "Cl", "C", "C", "C", "C", "C", "C", "C", "H", "H", "H", "H", "H", "H"],
  "coordinates": [[0.73, 1.21, -0.50], [-2.61, -4.65, -0.48], [-1.48, -4.98, -1.05], [-1.19, -6.36, -1.29], [0.05, -6.71, -1.86], [1.09, -5.79, -2.04], [0.85, -4.46, -1.72], [-0.37, -4.04, -1.29], [-0.51, -2.60, -1.03], [0.33, -1.77, -1.42], [-1.72, -2.26, -0.42], [-1.98, -0.97, -0.29], [-3.04, -0.62, 0.28], [-3.32, 0.81, 0.40], [-4.57, 1.27, 0.84], [-4.82, 2.64, 0.87], [-3.77, 3.49, 0.55], [-2.59, 2.97, 0.06], [-2.38, 1.66, -0.04], [-2.40, -3.05, -0.36], [-1.96, -7.07, -1.04], [0.27, -7.79, -2.11], [1.93, -6.22, -2.46], [1.60, -3.69, -1.87], [-3.77, -1.37, 0.68], [-5.37, 0.56, 1.03], [-5.76, 3.08, 1.25], [-3.92, 4.57, 0.49], [-1.82, 3.60, -0.28], [-0.71, -1.10, 2.83], [-0.19, 0.60, 3.45], [0.21, 0.68, 4.77], [0.65, 1.92, 5.23], [0.77, 2.98, 4.29], [0.36, 2.79, 2.99], [-0.03, 1.59, 2.62], [0.43, 3.93, 1.97], [0.12, 5.06, 2.45], [0.73, 3.67, 0.79], [0.28, -0.22, 5.43], [0.95, 2.06, 6.27], [1.12, 3.95, 4.57], [4.97, -0.70, -1.22], [4.06, 0.51, -2.10], [3.89, 0.27, -3.46], [3.23, 1.21, -4.24], [2.75, 2.33, -3.65], [2.81, 2.51, -2.28], [3.45, 1.64, -1.39], [3.51, 1.88, -0.02], [4.31, -0.65, -3.88], [3.16, 1.07, -5.34], [2.25, 3.13, -4.23], [2.44, 3.44, -1.79], [3.01, 2.78, 0.37], [3.99, 1.19, 0.67]]
}